Record 1
76
Properties=species:S:1:pos:R:3:forces:R:3:lowdin_charge:R:1 method="wB97M-V/def2-TZVPD" lumo_ha=-0.1274 largest_force_ev_per_a=0.4 charge=+1 homo_lumo_gap_ev=6.82 homo_energy_ev=-10.3
Hf -0.353669 -0.110870 -0.310341 -0.2 -0.1 0.1 1.42
O -5.731204 5.913939 0.205569 0.0 -0.1 -0.1 0.11
N -5.175459 5.189265 -0.589596 0.1 0.1 0.1 -0.34
O -5.282490 5.253482 -1.797868 0.0 0.0 0.0 0.09
C -4.245467 4.177729 -0.047030 0.0 0.1 0.1 -0.06
C -3.640712 4.481154 1.116345 0.0 -0.1 -0.1 0.08
C -2.693733 3.577779 1.688650 0.0 0.0 0.0 -0.11
C -2.084038 3.828921 2.929828 0.0 0.0 0.0 0.03
C -1.212774 2.902946 3.431455 0.0 0.0 0.0 0.00
C -0.949848 1.750214 2.680588 0.0 0.0 0.0 -0.12
N -1.493485 1.494648 1.505542 0.2 0.0 0.0 0.05
C -2.363251 2.399524 1.009436 0.0 0.1 0.0 -0.15
C -3.016435 2.094697 -0.241628 0.0 0.0 0.0 -0.13
N -2.682869 0.924911 -0.827875 -0.1 0.0 -0.2 0.02
C -3.415926 0.520456 -1.849816 0.0 0.0 0.0 -0.18
C -4.447106 1.278418 -2.406269 0.0 0.0 0.0 0.00
C -4.722156 2.514576 -1.886781 0.0 0.0 -0.1 0.04
C -4.003411 2.951437 -0.759850 0.1 0.0 0.1 -0.05
H -3.881275 5.405254 1.622327 0.0 0.0 0.0 0.14
H -2.316813 4.736142 3.472129 0.0 0.0 0.0 0.13
H -0.721888 3.037666 4.384075 0.0 0.0 0.0 0.12
H -0.262872 1.009142 3.057680 0.0 0.0 0.0 0.06
H -3.176656 -0.450280 -2.261971 0.0 0.0 0.0 0.07
H -5.000768 0.891484 -3.249215 0.0 0.0 0.0 0.12
H -5.487801 3.137284 -2.322489 0.0 0.0 0.0 0.12
Br -0.721413 0.004262 -3.290948 -0.1 0.0 0.0 1.00
C 0.836048 -1.038807 -3.648141 0.1 -0.1 0.0 -0.54
C 1.361324 -0.968190 -4.902487 0.0 0.0 0.1 -0.11
C 2.447416 -1.805272 -5.225261 0.0 0.0 0.0 -0.06
C 2.905797 -2.697335 -4.302505 0.0 0.0 0.0 -0.02
C 2.339004 -2.775621 -3.007670 0.0 -0.1 0.0 -0.16
C 2.782675 -3.762866 -2.092799 0.0 0.1 0.0 -0.03
C 2.197513 -3.854254 -0.869691 0.0 0.0 0.0 -0.07
C 1.210204 -2.920074 -0.479871 0.0 0.0 0.0 -0.16
C 0.753462 -1.894650 -1.281955 0.2 0.0 -0.1 -0.26
C 1.301824 -1.889428 -2.614355 -0.1 0.1 0.0 -0.24
H 0.949489 -0.293864 -5.640159 0.0 0.0 0.0 0.10
H 2.887058 -1.752291 -6.211465 0.0 0.0 0.0 0.11
H 3.712606 -3.374772 -4.553119 0.0 0.0 0.0 0.12
H 3.572776 -4.438771 -2.394126 0.0 0.0 0.0 0.12
H 2.507228 -4.623374 -0.172904 0.0 0.0 0.0 0.11
H 0.821660 -3.034010 0.523423 0.0 0.0 0.0 0.04
C -1.738816 -3.454816 -2.131900 0.0 0.1 0.0 0.01
C -2.424928 -2.805803 -0.980707 0.0 -0.1 0.0 -0.35
N -2.123900 -1.710164 -0.292247 -0.1 -0.2 -0.3 -0.08
C -3.121661 -1.565877 0.660795 -0.1 0.0 0.1 -0.20
C -4.012057 -2.576506 0.554932 0.0 0.0 0.0 -0.05
N -3.560580 -3.345427 -0.488741 0.1 0.0 0.0 0.12
H -1.343759 -2.721139 -2.829536 0.0 0.0 0.0 0.05
H -2.452051 -4.087246 -2.660665 0.0 0.0 0.0 0.09
H -0.902272 -4.064551 -1.792643 0.0 0.0 0.0 0.09
H -3.119129 -0.742413 1.353786 0.0 0.0 0.0 0.09
H -4.901455 -2.814063 1.109064 0.0 0.0 0.0 0.12
H -3.984398 -4.186477 -0.841283 0.0 0.0 0.0 0.17
C 1.445784 -2.249482 4.239583 0.0 0.0 0.0 -0.06
O 1.915391 -1.239080 3.325098 0.0 0.0 -0.1 -0.16
C 1.144925 -0.872677 2.331337 0.1 0.0 0.0 -1.22
S -0.415964 -1.473873 2.069772 0.1 0.0 0.1 0.71
S 1.750460 0.250761 1.229574 0.1 0.0 0.2 0.78
H 2.250519 -2.376400 4.955136 0.0 0.0 0.0 0.10
H 1.257625 -3.174522 3.697913 0.0 0.0 0.0 0.09
H 0.536772 -1.910110 4.733313 0.0 0.0 0.0 0.09
Br 4.895725 4.027888 -4.218884 0.0 0.0 0.0 0.77
C 3.281066 4.174461 -3.255225 -0.1 0.0 0.1 -0.67
C 2.662232 5.412191 -3.137257 0.1 0.0 -0.1 -0.11
C 1.472893 5.524951 -2.434533 -0.1 0.0 0.0 -0.05
C 0.898311 4.407814 -1.851056 0.0 0.0 0.0 -0.01
C 1.529394 3.176368 -1.974162 0.1 -0.1 0.0 -0.13
C 2.725845 3.047993 -2.676169 0.0 0.1 0.0 -0.05
C 0.930561 1.968979 -1.381168 0.0 -0.3 0.0 -0.63
O -0.201644 2.015374 -0.786900 -0.1 0.4 0.0 -0.17
O 1.472464 0.836630 -1.449119 -0.1 0.1 -0.1 -0.18
H 3.111177 6.282062 -3.596420 0.0 0.0 0.0 0.11
H 0.996909 6.492103 -2.347128 0.0 0.0 0.0 0.11
H -0.031879 4.481095 -1.304727 0.0 0.0 0.0 0.12
H 3.199342 2.079753 -2.758598 0.0 0.0 0.0 0.12

---

Record 2
73
Properties=species:S:1:pos:R:3:forces:R:3:lowdin_charge:R:1 method="wB97M-V/def2-TZVPD" lumo_ha=-0.0397 largest_force_ev_per_a=2.5 homo_lumo_gap_ev=8.45 homo_energy_ev=-9.5
C 3.925602 5.166417 -3.681124 -0.3 -0.2 -0.4 0.04
C 3.164197 4.010854 -3.103520 0.6 1.0 -2.2 -0.56
O 2.963899 3.899464 -1.952897 -0.4 -0.8 2.3 0.14
O 2.716050 3.126922 -4.059553 0.8 0.0 0.6 -0.02
C 3.209146 1.793374 -3.828235 -0.6 -0.8 -0.6 -0.21
C 4.399636 1.443845 -4.712054 -0.1 1.0 0.1 -0.19
C 5.751870 2.055021 -4.319919 0.0 -0.8 0.3 -0.30
P 6.274229 1.836691 -2.543502 0.9 -0.1 -2.1 0.52
Br 7.030294 1.617395 -0.338758 0.1 0.0 0.7 0.36
N 6.295046 0.099077 -2.754007 0.1 1.4 1.1 -0.02
C 5.686627 -0.441783 -1.822675 -1.1 -1.0 -1.1 -0.51
O 4.941665 -1.054003 -1.188952 0.6 0.1 0.6 0.20
N 7.726567 2.782149 -2.882156 -1.0 -1.0 0.1 -0.04
C 7.649337 3.915501 -2.460907 0.4 0.8 0.4 -0.47
O 7.622595 5.001400 -2.055450 0.0 0.1 -0.1 0.18
H 4.507896 5.669363 -2.924167 0.0 0.1 0.2 0.09
H 4.561472 4.817630 -4.482824 0.1 0.0 -0.2 0.07
H 3.195284 5.841088 -4.121232 0.0 0.2 -0.1 0.10
H 3.382256 1.607570 -2.772209 0.0 0.2 0.2 0.10
H 2.398939 1.132434 -4.116422 -0.2 -0.1 0.0 0.12
H 4.440396 0.365861 -4.804290 0.2 -0.3 0.2 0.11
H 4.161305 1.825656 -5.702185 -0.1 -0.1 -0.2 0.12
H 5.844669 3.106267 -4.569432 -0.2 0.2 0.0 0.07
H 6.505773 1.544951 -4.913924 0.3 0.0 0.0 0.09
H 5.157003 2.513134 -2.014276 0.2 -0.1 0.2 0.02
C 0.397765 1.815627 -1.914932 -0.3 -0.2 0.1 -0.04
C 0.106830 1.518988 -0.586414 0.0 0.0 -0.1 -0.03
C -1.064805 0.858142 -0.258177 0.1 0.1 0.1 0.00
C -1.962393 0.500764 -1.256533 0.0 0.0 -0.1 -0.08
C -1.684132 0.817195 -2.588105 -0.1 -0.1 0.1 -0.08
C -0.498182 1.463208 -2.911705 0.2 0.1 0.0 0.01
C -2.651813 0.483350 -3.668085 0.1 0.1 -0.3 -0.28
O -2.409932 0.751514 -4.826792 0.0 0.0 0.0 0.11
C -3.929835 -0.182329 -3.291935 0.0 0.0 0.1 -0.08
C -4.871794 -0.453760 -4.275882 -0.1 -0.1 -0.1 0.00
C -6.058765 -1.083844 -3.942502 0.0 0.0 0.1 -0.06
C -6.307246 -1.453919 -2.624762 0.0 0.0 0.0 -0.06
C -5.374167 -1.181281 -1.639243 -0.1 -0.1 0.0 0.00
C -4.187028 -0.537531 -1.966261 0.0 0.0 -0.1 -0.08
C -3.208026 -0.221644 -0.891364 0.0 0.0 0.3 -0.26
O -3.424183 -0.544463 0.261539 0.0 0.3 -0.3 0.08
H 1.312087 2.324667 -2.167020 0.0 0.1 0.1 0.06
H 0.799371 1.806092 0.194115 0.0 0.0 0.0 0.11
H -1.286311 0.624117 0.774252 -0.1 -0.1 0.0 0.12
H -0.277055 1.693552 -3.945617 -0.1 0.0 0.0 0.12
H -4.676817 -0.168902 -5.300417 0.1 0.0 0.0 0.12
H -6.793122 -1.289806 -4.709898 0.0 0.0 0.0 0.11
H -7.232659 -1.952100 -2.367478 0.0 0.0 0.0 0.11
H -5.568775 -1.464149 -0.613817 0.1 0.1 0.0 0.11
C 0.336374 -3.295476 8.413124 -0.1 0.0 0.0 -0.06
C -0.793479 -2.980972 9.161589 0.0 0.0 -0.1 -0.06
C -2.003040 -2.748645 8.529566 0.1 0.0 0.2 0.00
C -2.086953 -2.818729 7.144722 0.1 0.0 -0.1 -0.08
C -0.948052 -3.112349 6.392450 -0.1 0.0 0.1 -0.08
C 0.259807 -3.360443 7.032449 0.1 0.0 0.1 0.00
C -1.005914 -3.146698 4.904617 0.2 -0.1 -0.2 -0.28
O -0.015862 -3.406796 4.251795 0.0 0.0 0.0 0.10
C -2.302759 -2.847038 4.239956 -0.1 0.1 0.1 -0.08
C -2.366855 -2.819654 2.852208 -0.1 0.0 -0.1 0.01
C -3.568957 -2.554367 2.218659 0.0 -0.3 0.3 -0.06
C -4.715901 -2.323812 2.970925 0.1 0.0 0.0 -0.05
C -4.658624 -2.344820 4.353964 -0.1 0.1 -0.1 0.00
C -3.451827 -2.597470 4.994525 0.1 0.0 0.0 -0.09
C -3.399069 -2.583631 6.480317 -0.3 0.1 0.2 -0.28
O -4.398850 -2.380897 7.139019 0.0 0.0 0.0 0.10
H 1.278940 -3.485135 8.909657 0.0 0.0 0.0 0.11
H -0.728768 -2.919296 10.239968 0.0 0.0 0.0 0.11
H -2.883173 -2.509259 9.110025 -0.1 0.0 -0.1 0.12
H 1.138029 -3.599763 6.449073 -0.1 0.0 -0.1 0.12
H -1.474838 -3.001439 2.268671 0.1 0.0 0.1 0.12
H -3.615287 -2.530445 1.145880 0.0 0.0 -0.1 0.08
H -5.656376 -2.121947 2.474569 0.0 0.0 0.0 0.11
H -5.549363 -2.160941 4.938643 0.1 0.0 0.1 0.12